{
  "formula": "CH6N4",
  "method": "the ωB97M-V functional and the def2-TZVPD basis",
  "orbital_gap_ev": [8.223, 8.288],
  "e_lumo_ha": [-0.012, -0.007],
  "energy_ha": -260.436545,
  "homo_ev": [-8.562, -8.467],
  "de_lowest_ev": 7.219,
  "species": ["H", "H", "H", "H", "N", "N", "H", "N", "N", "C", "H"],
  "positions_angstrom": [[1.14028, -0.72466, 0.06061], [-1.98749, 0.20893, -0.63653], [-1.85106, 1.78617, -0.33662], [-0.26221, -1.18969, -0.99919], [2.72616, 0.30250, -0.10784], [-1.54062, 0.88507, -0.15729], [-0.41240, -1.32992, 0.77978], [0.60851, 1.56239, 0.22804], [-0.13912, 0.65617, -0.03216], [0.08453, -0.78836, -0.02110], [2.60104, 0.66774, -0.98108]],
  "forces_ev_per_a": [[1.1, -1.3, 0.1], [-1.7, -2.7, -2.0], [0.1, 2.0, -0.4], [0.4, 0.1, 0.6], [0.7, -1.2, 3.6], [1.5, 0.4, 2.3], [-0.1, 0.5, 0.2], [0.3, -1.2, -0.6], [-1.8, 2.1, 0.9], [-0.1, -0.3, -1.3], [-0.5, 1.7, -3.6]],
  "lowdin_charge": [-0.01, 0.02, 0.06, 0.10, 0.10, 0.10, 0.09, 0.12, -0.41, -0.04, -0.14]
}